1.
{"formula": "C33H27N5O2TeW", "method": "ωB97M-V/def2-TZVPD", "symbols": ["W", "Te", "O", "O", "N", "N", "N", "N", "N", "C", "C", "C", "C", "C", "C", "C", "C", "C", "C", "C", "C", "C", "C", "C", "C", "C", "C", "C", "C", "C", "C", "C", "C", "C", "C", "C", "C", "C", "C", "C", "C", "C", "H", "H", "H", "H", "H", "H", "H", "H", "H", "H", "H", "H", "H", "H", "H", "H", "H", "H", "H", "H", "H", "H", "H", "H", "H", "H", "H"], "positions_angstrom": [[-0.397, -2.838, -2.222], [2.301, -2.383, -1.876], [-1.930, -3.875, -2.959], [-0.637, 6.588, 6.484], [-0.600, 2.609, 1.478], [-0.670, -2.624, -0.192], [-3.291, -3.881, -3.151], [-0.682, 1.084, 3.098], [-0.520, -0.795, -2.042], [-0.668, 4.210, 6.094], [4.659, -1.804, -3.363], [-5.398, -2.876, -2.976], [-0.823, -2.080, 2.521], [-3.795, -4.972, -3.746], [5.306, 0.361, -2.521], [-0.781, -3.629, 0.690], [-0.613, 1.374, 0.941], [5.970, -2.064, -3.727], [-4.044, -2.840, -2.761], [2.887, -0.366, -2.379], [6.616, 0.107, -2.914], [-5.964, -3.990, -3.593], [3.568, -2.818, -3.573], [-5.149, -5.046, -3.975], [-0.866, -3.374, 2.054], [-0.644, -1.322, 0.252], [-0.536, 0.097, -3.038], [-0.587, 1.471, -2.799], [-0.594, 1.948, -1.508], [-0.586, 1.033, -0.447], [-0.666, 3.196, 5.158], [-0.611, 4.814, 3.375], [4.326, -0.586, -2.759], [6.945, -1.096, -3.515], [-0.575, -0.333, -0.752], [-0.704, -0.997, 1.622], [-0.680, 6.362, 7.898], [-0.641, 5.540, 5.665], [-0.640, 2.428, 2.798], [-0.665, 0.384, 1.921], [-0.612, 5.830, 4.294], [-0.638, 3.473, 3.792], [-6.002, -2.035, -2.662], [-0.593, 6.869, 3.995], [-0.963, -4.206, 2.737], [2.264, -0.091, -3.229], [7.382, 0.850, -2.735], [-0.694, 7.346, 8.352], [-1.582, 5.816, 8.177], [-0.684, 2.173, 5.521], [6.238, -3.014, -4.174], [-0.687, 3.975, 7.147], [5.060, 1.297, -2.034], [3.907, -3.850, -3.550], [-7.030, -4.031, -3.775], [2.730, 0.328, -1.558], [-0.606, 2.148, -3.642], [0.206, 5.818, 8.230], [-5.550, -5.929, -4.453], [-0.589, 5.031, 2.316], [-0.492, -0.295, -4.046], [-3.086, -5.739, -4.019], [2.965, -2.644, -4.462], [-0.794, -4.639, 0.299], [7.968, -1.295, -3.805], [-0.612, 3.010, -1.298], [-0.884, -1.899, 3.588], [-3.522, -2.018, -2.293], [-0.721, 0.703, 4.029]], "forces_ev_per_a": [[-0.54, -1.83, 0.26], [-0.19, 0.20, -0.27], [0.54, 1.16, 0.52], [-0.02, -0.03, 0.03], [-0.01, 0.00, 0.08], [-0.04, 0.10, -0.19], [0.14, -0.23, -0.25], [-0.02, -0.08, 0.04], [-0.14, 0.79, -0.15], [0.00, -0.10, 0.08], [0.00, 0.03, 0.06], [-0.15, -0.07, -0.05], [0.04, 0.09, -0.01], [0.04, -0.05, -0.03], [0.09, 0.09, -0.03], [0.10, 0.09, -0.07], [0.01, 0.12, -0.13], [0.05, -0.01, -0.05], [0.18, 0.07, 0.06], [-0.03, -0.15, 0.00], [-0.02, 0.04, 0.02], [0.02, 0.08, 0.04], [-0.03, -0.07, 0.01], [-0.08, -0.05, -0.03], [0.00, -0.03, 0.05], [-0.01, -0.15, -0.02], [0.04, -0.11, 0.22], [0.00, 0.07, -0.01], [0.03, 0.10, -0.05], [-0.04, -0.05, 0.09], [0.00, -0.08, 0.07], [0.00, -0.05, -0.10], [0.02, -0.07, -0.03], [0.02, -0.03, -0.01], [-0.02, 0.06, -0.18], [-0.05, -0.08, 0.05], [0.01, -0.03, -0.05], [0.01, 0.05, 0.10], [0.00, -0.09, -0.13], [0.01, 0.04, 0.18], [0.00, 0.11, -0.06], [-0.01, 0.02, -0.05], [0.00, -0.02, -0.01], [0.00, -0.04, -0.03], [0.01, 0.01, -0.02], [-0.02, 0.10, 0.00], [-0.01, -0.01, 0.00], [0.00, 0.04, 0.00], [-0.02, 0.02, -0.02], [0.00, 0.05, 0.04], [-0.02, 0.04, 0.01], [0.00, -0.05, -0.04], [-0.01, -0.03, -0.02], [-0.01, -0.01, 0.08], [0.02, 0.00, 0.02], [0.04, -0.04, 0.07], [0.00, -0.03, -0.01], [0.02, 0.01, -0.02], [0.00, 0.02, 0.00], [0.00, 0.04, 0.03], [0.01, 0.01, -0.06], [0.03, 0.01, 0.02], [-0.01, 0.00, -0.04], [-0.01, -0.02, -0.03], [-0.02, 0.00, 0.01], [0.00, -0.03, 0.02], [0.00, -0.01, -0.03], [0.04, 0.01, 0.01], [0.00, 0.04, 0.01]], "spin_multiplicity": 2, "s2": 0.76, "homo_energy_ev": [-13.8, -13.8], "homo_lumo_gap_ev": [3.3, 3.7], "charge": 3}

2.
{"formula": "C32H44AsO2PRuSi2", "method": "ωB97M-V/def2-TZVPD", "symbols": ["Ru", "As", "P", "Si", "Si", "O", "O", "C", "C", "C", "C", "C", "C", "C", "C", "C", "C", "C", "C", "C", "C", "C", "C", "C", "C", "C", "C", "C", "C", "C", "C", "C", "C", "C", "C", "C", "C", "C", "C", "H", "H", "H", "H", "H", "H", "H", "H", "H", "H", "H", "H", "H", "H", "H", "H", "H", "H", "H", "H", "H", "H", "H", "H", "H", "H", "H", "H", "H", "H", "H", "H", "H", "H", "H", "H", "H", "H", "H", "H", "H", "H", "H", "H"], "positions_angstrom": [[-0.805, 0.055, -0.624], [-1.220, -0.019, 1.712], [1.515, 0.084, -1.178], [-1.955, -1.584, 3.324], [0.041, 1.549, 2.988], [-3.065, -0.429, -1.321], [-1.034, -2.305, -0.998], [-0.107, -2.105, -4.908], [-1.627, 4.266, -1.267], [-3.359, -2.616, 2.658], [-1.117, 2.794, 3.745], [-4.106, 0.459, -0.904], [-0.573, -2.710, 3.847], [3.648, -0.595, 0.430], [-0.569, -3.229, -0.019], [1.741, 1.789, -1.717], [-0.337, -0.750, -4.749], [-2.296, -2.633, -1.568], [3.984, -1.006, -1.924], [0.655, 3.952, -1.974], [0.628, -2.803, -3.950], [1.029, 0.674, 4.311], [1.874, 4.456, -2.494], [5.742, -1.477, -0.345], [4.934, -1.044, 0.697], [-3.353, -1.773, -0.958], [1.197, 2.415, 1.819], [3.171, -0.569, -0.880], [-0.484, 4.778, -1.806], [0.581, 2.591, -1.593], [-0.629, 2.051, -1.059], [2.914, 2.307, -2.194], [1.132, -2.144, -2.845], [0.179, -0.078, -3.642], [5.268, -1.456, -1.652], [2.975, 3.655, -2.606], [0.929, -0.769, -2.688], [-2.621, -0.563, 4.726], [-1.689, 2.904, -0.882], [-1.834, -0.051, 5.282], [3.625, -0.987, -2.945], [-2.490, 4.903, -1.118], [-3.772, -3.211, 3.478], [-1.609, 3.381, 2.966], [-2.596, 2.549, -0.415], [-1.889, 2.324, 4.357], [1.869, 3.084, 2.363], [-3.348, -1.869, 0.131], [-4.339, -2.061, -1.333], [-0.484, -2.621, -5.783], [3.902, 4.050, -3.004], [-4.164, -1.991, 2.264], [-3.320, 0.191, 4.354], [0.807, -3.865, -4.071], [-2.225, -2.429, -2.637], [0.630, 3.008, 1.097], [-0.420, 5.821, -2.089], [0.389, 0.204, 5.058], [1.925, 5.498, -2.788], [0.212, -2.168, 4.377], [5.301, -1.058, 1.714], [-2.533, -3.687, -1.417], [-3.904, 1.424, -1.351], [-3.159, -1.216, 5.418], [-0.549, 3.479, 4.383], [3.804, 1.693, -2.261], [-0.967, -3.481, 4.516], [-4.128, 0.546, 0.185], [5.900, -1.789, -2.464], [-5.070, 0.093, -1.261], [-0.430, -4.214, -0.469], [1.803, 1.704, 1.256], [6.743, -1.832, -0.142], [-0.120, -3.206, 2.985], [3.013, -0.261, 1.243], [-1.265, -3.308, 0.818], [0.385, -2.856, 0.346], [1.675, -0.096, 3.881], [-0.903, -0.203, -5.492], [-3.044, -3.310, 1.877], [1.663, 1.401, 4.829], [1.700, -2.694, -2.103], [0.025, 0.989, -3.546]], "forces_ev_per_a": [[0.70, -1.44, -1.14], [0.44, 0.98, -0.30], [-1.24, 0.55, -0.36], [-0.12, -0.22, -0.26], [0.11, -0.04, -0.10], [0.28, 0.52, 0.32], [0.15, 0.21, 0.55], [0.01, 0.02, 0.00], [-0.02, -0.09, 0.04], [-0.13, -0.06, -0.08], [-0.18, 0.01, 0.04], [-0.13, -0.04, -0.09], [0.17, -0.05, 0.06], [0.05, -0.03, 0.00], [0.01, -0.06, -0.07], [0.21, -0.01, 0.16], [-0.03, -0.04, 0.02], [0.06, -0.10, -0.12], [0.08, 0.06, -0.03], [0.03, 0.02, -0.10], [0.01, 0.01, 0.05], [0.02, -0.08, 0.07], [-0.06, -0.04, 0.06], [-0.04, 0.02, -0.03], [-0.02, 0.01, -0.03], [-0.18, -0.05, 0.08], [0.00, 0.07, -0.13], [-0.23, -0.24, 0.53], [0.05, 0.06, 0.00], [-0.13, 0.20, -0.03], [-0.19, -0.64, 0.92], [0.09, 0.07, -0.08], [-0.02, -0.07, -0.09], [-0.04, -0.03, 0.01], [0.02, 0.01, 0.00], [0.03, -0.05, -0.01], [0.08, 0.08, 0.00], [0.03, 0.20, 0.05], [0.07, 0.34, -0.15], [-0.05, 0.00, 0.02], [-0.01, -0.02, 0.02], [0.01, -0.01, 0.00], [0.01, 0.01, -0.04], [0.01, -0.01, 0.04], [0.00, 0.02, 0.09], [0.03, 0.05, 0.00], [-0.04, -0.04, 0.02], [-0.06, 0.02, 0.03], [-0.03, 0.07, -0.04], [-0.01, 0.01, 0.04], [-0.02, 0.00, 0.03], [-0.01, -0.04, 0.04], [-0.01, -0.04, 0.06], [0.02, 0.03, -0.02], [0.02, -0.04, -0.06], [0.07, -0.02, 0.04], [-0.02, -0.01, -0.02], [0.06, -0.01, 0.02], [-0.02, -0.02, -0.01], [0.00, -0.03, -0.02], [-0.01, 0.00, -0.01], [0.08, -0.04, -0.01], [-0.01, 0.00, -0.05], [0.04, 0.03, -0.02], [-0.03, -0.02, -0.03], [-0.01, 0.00, 0.02], [0.04, 0.03, -0.02], [0.04, -0.01, 0.04], [-0.01, 0.00, 0.02], [0.00, -0.04, -0.03], [-0.01, -0.02, -0.03], [0.05, 0.06, 0.01], [-0.01, 0.00, 0.00], [0.00, -0.01, 0.07], [-0.01, -0.02, 0.00], [0.01, 0.01, -0.01], [0.03, 0.03, 0.01], [0.00, 0.03, 0.04], [0.01, 0.00, 0.02], [-0.08, -0.01, 0.05], [-0.03, -0.04, -0.03], [-0.01, 0.01, -0.03], [0.02, 0.02, -0.02]], "spin_multiplicity": 2, "s2": 0.81, "relative_energy_ev": 0.0000, "homo_energy_ev": [-10.0, -10.0], "homo_lumo_gap_ev": [6.8, 6.3], "charge": 1}

3.
{"formula": "C6H14N2", "method": "ωB97M-V/def2-TZVPD", "symbols": ["N", "N", "C", "C", "C", "C", "C", "C", "H", "H", "H", "H", "H", "H", "H", "H", "H", "H", "H", "H", "H", "H"], "positions_angstrom": [[1.844, -1.051, -1.789], [0.659, 1.226, 0.296], [-2.968, -0.956, 0.986], [0.177, 2.382, -0.398], [-0.508, -0.876, 0.914], [1.676, -0.923, -0.386], [-1.870, -0.226, 1.072], [0.374, -0.088, -0.130], [-1.820, 0.831, 1.317], [-3.982, -0.565, 1.068], [0.941, 2.912, -0.969], [-2.944, -2.035, 0.851], [1.552, -1.905, 0.070], [-0.647, -1.889, 0.552], [2.373, -1.859, -2.080], [-0.657, 2.135, -1.041], [-0.215, 3.136, 0.305], [2.542, -0.482, 0.135], [-0.208, -0.042, -1.045], [1.588, 1.320, 0.698], [0.045, -0.844, 1.862], [2.050, -0.200, -2.290]], "forces_ev_per_a": [[-0.27, -0.08, -0.06], [0.91, -0.24, -1.11], [-0.85, 0.05, 0.02], [-0.99, 0.94, 0.40], [-0.57, 0.76, 0.61], [0.41, -0.01, 0.30], [1.06, -0.48, 0.02], [-0.21, -0.38, 0.21], [-0.52, 0.04, -0.12], [0.38, 0.18, 0.18], [0.32, -0.28, -0.01], [0.26, 0.13, -0.22], [-0.04, -0.04, -0.18], [0.29, -0.14, 0.00], [-0.04, 0.13, -0.20], [-0.03, -0.28, -0.18], [0.25, -0.26, 0.09], [-0.25, 0.23, 0.09], [-0.13, 0.05, -0.18], [-0.23, 0.18, 0.52], [-0.06, -0.29, -0.18], [0.30, -0.19, -0.03]], "spin_multiplicity": 2, "s2": 0.76, "relative_energy_ev": 1.0534, "homo_energy_ev": [-13.5, -13.4], "homo_lumo_gap_ev": [10.7, 5.9], "charge": 1}

Respective electronic energy values: -2032.09969 -4647.07374 -346.18050 Eh.